(i)
14
Properties=species:S:1:pos:R:3:lowdin_charge:R:1 method="wB97M-V/def2-TZVPD" lumo_energy_ev="0.17 / -0.62" homo_energy_ev="-8.02 / -8.38" orbital_gap_ha="0.30106 / 0.28503" multiplicity=1
C 0.84 2.08 0.09 -0.392
C 0.98 -2.34 0.23 0.035
C -1.36 0.46 -0.50 -0.830
P -0.16 0.67 0.92 0.798
S -2.19 -1.21 -0.24 0.530
H 1.46 2.61 0.80 -0.006
H 0.28 2.81 -0.56 0.035
H 1.56 1.41 -0.54 0.046
H 1.50 -1.38 -0.08 -0.023
H 0.43 -2.71 -0.50 -0.092
H 1.16 -2.69 1.24 -0.003
H -2.19 1.11 -0.44 -0.021
H -0.72 0.63 -1.45 0.059
H -1.58 -1.45 1.04 -0.137

(ii)
14
Properties=species:S:1:pos:R:3:lowdin_charge:R:1 method="wB97M-V/def2-TZVPD" lumo_energy_ev=0.93 homo_energy_ev=-8.82 orbital_gap_ha=0.35822 smiles=CCP(C)S multiplicity=1
C -1.11 -1.48 -0.31 -0.248
C -0.81 0.00 0.04 -0.547
P 0.78 0.30 -0.77 0.573
C 1.19 1.88 0.17 -0.321
S 2.06 -1.10 0.23 0.379
H -1.04 -1.74 -1.44 0.095
H -0.58 -2.08 0.45 0.041
H -2.20 -1.66 -0.16 0.060
H -0.63 0.07 1.18 0.099
H -1.43 0.90 -0.22 0.084
H 0.37 2.53 0.18 0.014
H 1.99 2.36 -0.30 0.005
H 1.41 1.67 1.13 -0.019
H 2.62 -1.49 -0.91 -0.216

(iii)
14
Properties=species:S:1:pos:R:3:lowdin_charge:R:1 method="wB97M-V/def2-TZVPD" lumo_energy_ev=0.80 homo_energy_ev=-8.55 orbital_gap_ha=0.34365 smiles="C=C(C)S.P" multiplicity=1
C -2.23 0.20 -0.22 -0.041
C -0.97 0.25 -0.74 -0.724
C -0.05 1.39 -0.88 -0.182
S -0.20 -1.29 -1.45 0.673
H -2.73 -0.76 -0.19 0.040
H -2.70 0.91 0.50 0.070
H -0.22 2.27 -0.35 0.049
H -0.03 1.67 -2.06 0.133
H 1.02 1.06 -0.90 0.047
H 0.70 -0.67 -2.21 -0.150
P 1.71 -1.10 1.59 0.634
H 2.87 -1.87 1.91 -0.174
H 0.86 -1.87 2.38 -0.181
H 1.97 -0.19 2.62 -0.193

Most stable: (ii) (next structure +169.4 kJ/mol)

(i)
10
Properties=species:S:1:pos:R:3:lowdin_charge:R:1 method="wB97M-V/def2-TZVPD" lumo_energy_ev=0.15 homo_energy_ev=-9.54 orbital_gap_ha=0.35594 smiles="Cl[C@@H]1N=C[C@H](Cl)S1" multiplicity=1
Cl 2.63 0.53 -0.55 0.544
C 1.34 -0.40 0.33 -1.010
N 0.51 -0.94 -0.66 -0.043
C -0.68 -0.53 -0.76 -0.221
C -1.09 0.52 0.21 -0.865
Cl -1.54 2.12 -0.43 0.551
S 0.41 0.64 1.56 0.764
H 1.66 -1.17 1.05 0.062
H -1.19 -0.92 -1.59 0.109
H -2.04 0.16 0.85 0.109

(ii)
10
Properties=species:S:1:pos:R:3:lowdin_charge:R:1 method="wB97M-V/def2-TZVPD" lumo_energy_ev="-0.67 / -0.66" homo_energy_ev="-8.20 / -8.20" orbital_gap_ha="0.27699 / 0.27701" multiplicity=1
C 0.53 -0.80 0.99 -0.389
C -0.59 -0.15 1.23 -0.685
C 0.06 0.67 -1.69 -0.935
N 0.81 -1.48 -0.13 -0.390
S 0.51 -0.91 -1.55 0.977
Cl -1.11 0.89 2.49 0.597
Cl -0.12 2.01 -0.66 0.664
H 1.26 -1.18 1.77 0.130
H -1.18 0.10 0.33 0.009
H -0.17 0.85 -2.77 0.022

Most stable: (i) (next structure +195.7 kJ/mol)

(i)
8
Properties=species:S:1:pos:R:3:lowdin_charge:R:1 method="wB97M-V/def2-TZVPD" charge=-1 lumo_energy_ev=4.25 homo_energy_ev=-3.73 orbital_gap_ha=0.29343 multiplicity=1
N 0.52 -0.68 -0.22 0.066
N 0.13 -0.20 1.89 -0.416
N 1.03 -0.71 2.29 0.172
N 0.41 -0.26 -1.29 -0.476
O -0.88 0.86 -1.48 -0.247
O -0.86 0.41 1.79 0.034
O 0.93 -0.34 -2.37 -0.089
H -1.28 0.92 -0.61 -0.044

(ii)
8
Properties=species:S:1:pos:R:3:lowdin_charge:R:1 method="wB97M-V/def2-TZVPD" charge=-1 lumo_energy_ev="4.14 / 3.73" homo_energy_ev="-2.11 / -4.48" orbital_gap_ha="0.22984 / 0.30178" multiplicity=1
N -1.50 0.08 -0.22 -0.096
N -0.01 -2.30 1.11 -0.006
N -0.58 0.12 0.62 -0.115
N -1.13 0.30 -1.57 -0.531
O 0.06 0.46 -1.86 -0.101
O -1.02 -2.93 1.11 -0.125
O -2.05 0.44 -2.36 -0.088
H 0.47 0.33 0.37 0.062

Most stable: (i) (next structure +100.9 kJ/mol)

(i)
10
Properties=species:S:1:pos:R:3:lowdin_charge:R:1 method="wB97M-V/def2-TZVPD" lumo_energy_ev=0.84 homo_energy_ev=-9.60 orbital_gap_ha=0.38369 smiles=c1cocn1.I multiplicity=1
C -1.41 0.49 -0.14 -0.149
C -1.96 -0.33 -1.02 -0.104
O -2.18 -1.57 -0.44 0.011
C -1.64 -1.43 0.79 -0.194
N -1.14 -0.23 0.97 0.059
H -1.00 1.51 -0.13 0.116
H -2.43 -0.30 -1.99 0.117
H -1.50 -2.35 1.40 0.146
I 4.70 -0.02 0.15 0.433
H 4.71 0.62 1.53 -0.435

(ii)
10
Properties=species:S:1:pos:R:3:lowdin_charge:R:1 method="wB97M-V/def2-TZVPD" lumo_energy_ev=-0.05 homo_energy_ev=-8.82 orbital_gap_ha=0.32216 multiplicity=1
C -1.41 0.89 0.16 -0.347
C -0.83 2.00 0.04 -0.067
C 0.80 -2.08 0.04 -0.222
N 0.65 -0.90 -0.40 -0.511
O -1.88 -0.17 0.06 0.137
I 2.22 0.42 -0.29 0.759
H -1.00 2.87 0.66 0.073
H -0.31 2.29 -0.83 0.039
H 0.03 -2.86 -0.02 0.077
H 1.72 -2.45 0.58 0.061

Most stable: (i) (next structure +168.1 kJ/mol)

(i)
8
Properties=species:S:1:pos:R:3:lowdin_charge:R:1 method="wB97M-V/def2-TZVPD" lumo_energy_ev="-4.37 / -3.13" homo_energy_ev="-10.13 / -10.00" orbital_gap_ha="0.21163 / 0.25249" multiplicity=1
C 0.62 2.48 0.01 -0.055
N 1.62 2.18 0.53 0.013
N 0.50 -0.45 0.11 -0.212
O -1.01 -0.83 -1.70 -0.558
S -2.18 -1.56 0.76 0.324
S -1.12 -0.19 -0.45 0.415
H 0.55 -0.42 1.08 -0.001
H 1.01 -1.20 -0.36 0.074

(ii)
8
Properties=species:S:1:pos:R:3:lowdin_charge:R:1 method="wB97M-V/def2-TZVPD" lumo_energy_ev="-1.98 / -1.17" homo_energy_ev="-8.78 / -9.25" orbital_gap_ha="0.24970 / 0.29713" multiplicity=1
C -1.77 -0.96 0.00 -0.541
N -1.26 -1.99 -0.07 0.098
N 2.08 0.13 -0.10 -0.518
O -2.82 1.55 -0.32 -0.530
S 0.76 1.07 0.16 0.537
S -2.13 0.64 0.63 0.794
H 2.61 0.03 -1.01 0.064
H 2.53 -0.47 0.72 0.096

Most stable: (ii) (next structure +283.4 kJ/mol)

(i)
16
Properties=species:S:1:pos:R:3:lowdin_charge:R:1 method="wB97M-V/def2-TZVPD" lumo_energy_ev=0.54 homo_energy_ev=-7.71 orbital_gap_ha=0.30352 smiles="N/C=C/N.O.O" multiplicity=1
N 0.23 -0.52 -1.73 0.037
C -0.24 0.62 -1.05 -0.232
C 0.45 1.71 -0.73 -0.239
N -0.08 2.82 0.00 -0.006
H 1.22 -0.66 -1.62 0.078
H -0.38 -1.29 -1.57 0.048
H -1.23 0.43 -0.62 0.105
H 1.45 1.86 -1.11 0.094
H 0.21 2.81 0.97 0.058
H -1.07 2.89 -0.13 0.051
O -0.08 -2.85 0.27 -0.074
H -0.05 -3.71 0.69 0.033
H -0.26 -2.21 0.98 -0.009
O -0.17 -0.87 2.36 -0.060
H -0.90 -0.38 1.94 0.046
H 0.61 -0.30 2.21 0.070

(ii)
16
Properties=species:S:1:pos:R:3:lowdin_charge:R:1 method="wB97M-V/def2-TZVPD" lumo_energy_ev=0.72 homo_energy_ev=-8.86 orbital_gap_ha=0.35210 smiles="[H]/N=C/NC.O.O" multiplicity=1
H 0.94 -0.07 -2.64 0.036
N 1.04 0.13 -1.66 0.076
C 0.05 0.02 -0.89 -0.399
N -0.03 0.74 0.29 -0.064
C -0.76 0.05 1.36 -0.107
H -0.78 -0.65 -1.16 0.122
H 0.86 1.14 0.56 0.117
H -0.32 0.02 2.36 0.076
H -1.76 0.49 1.43 0.068
H -0.88 -0.99 1.04 0.068
O 2.16 -1.73 1.17 -0.063
H 2.68 -2.04 1.92 0.035
H 2.37 -2.37 0.48 0.040
O -1.89 1.68 -1.73 -0.055
H -1.57 2.53 -1.45 0.043
H -2.12 1.04 -1.06 0.005

Most stable: (i) (next structure +32.8 kJ/mol)

(i)
24
Properties=species:S:1:pos:R:3:lowdin_charge:R:1 method="wB97M-V/def2-TZVPD" lumo_energy_ev=0.92 homo_energy_ev=-8.06 orbital_gap_ha=0.32979 smiles="CC(=O)NN.CCNC" multiplicity=1
C 1.72 0.75 -1.73 -0.023
C 1.25 0.30 -0.35 -0.524
O 1.80 0.83 0.64 -0.039
N 1.06 -1.15 -0.30 -0.093
N 1.80 -1.87 0.66 0.013
H 2.80 0.91 -1.71 0.090
H 1.45 0.07 -2.54 0.068
H 1.23 1.71 -1.94 0.075
H 0.93 -1.64 -1.18 0.117
H 2.31 -1.16 1.21 0.075
H 1.13 -2.29 1.32 0.059
C -1.00 0.39 2.33 -0.117
C -1.39 -0.30 1.05 -0.152
N -0.98 0.71 -0.27 -0.099
C -1.67 0.36 -1.49 -0.149
H -1.41 1.40 2.39 0.075
H -1.37 -0.20 3.19 0.076
H 0.08 0.46 2.47 0.060
H -1.04 -1.33 1.00 0.081
H -2.47 -0.35 0.94 0.090
H -0.65 1.66 -0.13 0.106
H -2.03 -0.67 -1.50 0.080
H -1.02 0.41 -2.37 0.061
H -2.51 1.02 -1.70 0.072

(ii)
24
Properties=species:S:1:pos:R:3:lowdin_charge:R:1 method="wB97M-V/def2-TZVPD" lumo_energy_ev=0.90 homo_energy_ev=-8.64 orbital_gap_ha=0.35073 smiles="CN(C)C(N)=O.CCN" multiplicity=1
C -0.61 -1.98 0.39 -0.072
N -0.61 -0.83 -0.50 -0.228
C -1.75 -0.82 -1.40 -0.079
C 0.66 -0.62 -1.14 -0.634
N 0.69 0.56 -1.87 0.153
O 1.49 -1.49 -1.27 0.040
H -1.63 -2.13 0.76 0.086
H 0.05 -1.78 1.23 0.071
H -0.27 -2.89 -0.11 0.090
H -2.67 -0.77 -0.82 0.085
H -1.77 -1.71 -2.04 0.094
H -1.70 0.06 -2.05 0.075
H 0.15 1.32 -1.50 0.088
H 1.59 0.75 -2.28 0.101
C -0.49 1.49 1.45 -0.109
C 1.01 1.64 1.25 -0.308
N 1.60 0.37 0.78 -0.011
H -0.90 0.82 0.64 0.062
H -0.98 2.47 1.45 0.066
H -0.71 0.99 2.39 0.068
H 1.21 2.39 0.48 0.096
H 1.48 1.99 2.19 0.099
H 2.56 0.50 0.47 0.090
H 1.59 -0.32 1.52 0.080

(iii)
24
Properties=species:S:1:pos:R:3:lowdin_charge:R:1 method="wB97M-V/def2-TZVPD" lumo_energy_ev=0.93 homo_energy_ev=-8.29 orbital_gap_ha=0.33881 multiplicity=1
C -1.26 1.00 -2.04 -0.116
C -0.23 0.03 -2.51 -0.172
C 1.05 -0.04 -2.11 -0.250
O 1.67 0.68 -1.15 -0.037
H -1.86 1.35 -2.89 0.069
H -0.81 1.89 -1.59 0.061
H -1.96 0.56 -1.32 0.068
H -0.50 -0.62 -3.33 0.089
H 1.74 -0.70 -2.61 0.111
H 1.03 1.09 -0.51 0.039
C 1.10 -1.90 0.95 -0.096
N -0.11 -1.07 1.00 -0.104
C -0.02 0.19 1.83 -0.521
N -1.21 -0.06 2.57 -0.040
N 0.02 1.40 0.99 0.048
H 1.35 -2.21 1.96 0.083
H 1.94 -1.35 0.52 0.073
H 0.90 -2.78 0.34 0.083
H -0.40 -0.85 0.05 0.095
H 0.91 0.15 2.41 0.132
H -1.76 0.63 3.07 0.037
H -1.11 -1.21 2.04 0.175
H 0.48 2.15 1.50 0.091
H -0.95 1.69 0.85 0.081

Most stable: (ii) (next structure +233.5 kJ/mol)